# 1
C4H11N2 | ωB97M-V/def2-TZVPD

Summary:
structure (SMILES): NCC/C=C/[NH3+]
total charge: +1
ΔE to the lowest compared entry with this formula, charge and spin: 3.538 eV
largest force on an atom: 0.073 hartree/bohr

CARTESIAN COORDINATES (ANGSTROEM)
1 C 0.492 1.491 -1.302
2 C -0.548 1.236 -0.139
3 C -0.026 0.036 0.599
4 C -0.416 -1.217 0.758
5 N -0.140 -1.815 2.127
6 N 0.689 0.227 -2.040
7 H 1.463 1.919 -1.043
8 H -0.047 2.137 -2.037
9 H -1.488 1.225 -0.654
10 H -0.348 2.183 0.350
11 H 0.967 0.283 0.996
12 H -0.817 -2.001 0.128
13 H -0.866 -2.506 2.335
14 H 0.762 -2.297 2.193
15 H -0.327 -1.091 2.821
16 H -0.254 -0.155 -2.069
17 H 0.905 0.347 -3.024

# 2
C4H11N2 | ωB97M-V/def2-TZVPD

Summary:
structure (SMILES): C=[NH+]CCCN
total charge: +1
ΔE to the lowest compared entry with this formula, charge and spin: 3.438 eV
largest force on an atom: 0.096 hartree/bohr

CARTESIAN COORDINATES (ANGSTROEM)
1 C -0.547 -1.287 1.119
2 C -0.011 0.151 1.290
3 C 1.108 0.703 0.413
4 C 0.189 1.561 -1.672
5 N 0.415 0.564 -0.871
6 N -0.855 -1.431 -0.343
7 H 0.136 -2.043 1.559
8 H -1.504 -1.421 1.558
9 H 0.325 0.406 2.354
10 H -0.948 0.740 1.168
11 H 2.067 0.101 0.630
12 H 1.157 1.642 0.826
13 H 0.039 2.560 -1.307
14 H -0.090 1.300 -2.654
15 H -0.420 -0.221 -0.996
16 H -1.778 -1.640 -0.681
17 H -0.336 -2.133 -0.848

# 3
C4H11N2 | ωB97M-V/def2-TZVPD

Summary:
total charge: +1
ΔE to the lowest compared entry with this formula, charge and spin: 7.169 eV
largest force on an atom: 0.091 hartree/bohr

CARTESIAN COORDINATES (ANGSTROEM)
1 C 0.185 0.997 -1.165
2 C 1.214 -0.167 -1.629
3 C 0.381 -0.277 -0.380
4 C 1.147 -0.093 0.924
5 N -0.745 -1.064 -0.440
6 N -2.011 0.429 1.458
7 H -0.566 1.114 -1.951
8 H 0.505 1.941 -0.747
9 H 2.276 -0.508 -1.557
10 H 0.759 -0.735 -2.439
11 H 1.617 0.909 0.953
12 H 1.875 -0.903 1.119
13 H -1.693 -0.289 0.768
14 H -0.550 -2.078 -0.440
15 H -3.015 0.566 1.444
16 H -1.755 0.133 2.395
17 H 0.377 0.024 1.687

# 4
C4H11N2 | ωB97M-V/def2-TZVPD

Summary:
total charge: +1
ΔE to the lowest compared entry with this formula, charge and spin: 4.034 eV
largest force on an atom: 0.089 hartree/bohr

CARTESIAN COORDINATES (ANGSTROEM)
1 C -0.853 0.076 -0.726
2 C -1.563 -1.151 -0.978
3 C 1.371 1.266 0.703
4 C 0.648 -0.914 1.444
5 N -0.675 1.045 -1.534
6 N 0.307 0.389 0.996
7 H -2.318 -1.332 -0.211
8 H -0.861 -1.990 -0.917
9 H -2.031 -1.148 -1.968
10 H 1.013 2.216 0.300
11 H 2.184 0.846 0.097
12 H 1.776 1.508 1.697
13 H 1.483 -1.374 0.905
14 H -0.230 -1.558 1.433
15 H 0.938 -0.802 2.499
16 H -1.106 1.091 -2.457
17 H -0.083 1.834 -1.282

# 5
C4H11N2 | ωB97M-V/def2-TZVPD

Summary:
total charge: +1
ΔE to the lowest compared entry with this formula, charge and spin: 2.790 eV
largest force on an atom: 0.059 hartree/bohr

CARTESIAN COORDINATES (ANGSTROEM)
1 C 0.678 0.557 -0.860
2 C -1.082 -0.930 -0.662
3 C 0.347 0.110 0.579
4 C -0.410 1.037 1.467
5 N 1.242 -0.699 1.184
6 N -0.085 -0.424 -1.668
7 H 0.303 1.566 -1.038
8 H 1.749 0.538 -1.078
9 H -1.179 -2.002 -0.633
10 H -2.013 -0.388 -0.685
11 H 0.274 1.774 1.894
12 H -0.868 0.490 2.288
13 H -1.191 1.566 0.930
14 H 1.069 -0.956 2.142
15 H 1.808 -1.343 0.656
16 H -0.510 -0.028 -2.517
17 H 0.513 -1.200 -1.969

# 6
C4H11N2 | ωB97M-V/def2-TZVPD

Summary:
structure (SMILES): CC/C([NH3+])=C/N
total charge: +1
ΔE to the lowest compared entry with this formula, charge and spin: 1.655 eV
largest force on an atom: 0.048 hartree/bohr

CARTESIAN COORDINATES (ANGSTROEM)
1 C -1.318 -0.419 1.657
2 C 0.158 -0.668 1.325
3 C 0.512 -0.086 -0.060
4 C 0.386 1.201 -0.427
5 N 0.609 1.667 -1.705
6 N 0.408 -1.042 -1.197
7 H -1.444 0.625 1.928
8 H -2.036 -0.645 0.868
9 H -1.577 -1.027 2.522
10 H 0.513 -1.693 1.329
11 H 0.722 -0.009 1.979
12 H 0.124 1.952 0.309
13 H 0.471 2.661 -1.814
14 H 1.423 1.427 -2.244
15 H -0.524 -1.468 -1.245
16 H 1.013 -1.864 -1.125
17 H 0.558 -0.613 -2.099

# 7
C4H11N2O | ωB97M-V/def2-TZVPD

Summary:
structure (SMILES): NCNCCC[O-]
total charge: -1
ΔE to the lowest compared entry with this formula, charge and spin: 2.561 eV
largest force on an atom: 0.078 hartree/bohr

CARTESIAN COORDINATES (ANGSTROEM)
1 C -0.055 1.031 -0.263
2 C 1.323 0.557 0.251
3 C 1.664 1.112 1.734
4 O 2.855 0.885 2.138
5 N -1.038 -0.033 0.082
6 C -0.886 -1.082 -0.841
7 N -1.946 -2.146 -0.826
8 H -0.115 1.168 -1.356
9 H -0.264 1.957 0.328
10 H 2.023 1.055 -0.480
11 H 1.634 -0.543 0.461
12 H 0.758 0.669 2.292
13 H 1.314 2.163 1.715
14 H -2.077 0.286 0.242
15 H 0.027 -1.550 -0.660
16 H -0.914 -0.737 -1.961
17 H -1.555 -2.926 -1.430
18 H -2.748 -1.865 -1.428

# 8
C4H11N2O | ωB97M-V/def2-TZVPD

Summary:
structure (SMILES): NCC[C@@H](N)C[O-]
total charge: -1
ΔE to the lowest compared entry with this formula, charge and spin: 0.791 eV
largest force on an atom: 0.018 hartree/bohr

CARTESIAN COORDINATES (ANGSTROEM)
1 C 1.966 0.487 0.746
2 O 3.106 -0.131 0.486
3 C 0.752 -0.113 -0.011
4 C -0.570 0.526 0.380
5 C -1.787 -0.013 -0.409
6 N -2.385 -1.231 0.132
7 N 0.985 0.046 -1.470
8 H 1.737 0.548 1.842
9 H 1.860 1.593 0.472
10 H 0.728 -1.188 0.188
11 H -0.515 1.605 0.252
12 H -0.800 0.361 1.427
13 H -1.469 -0.194 -1.435
14 H -2.524 0.796 -0.457
15 H -1.749 -2.012 0.024
16 H -2.491 -1.115 1.137
17 H 1.509 -0.777 -1.738
18 H 1.647 0.812 -1.567

# 9
C4H11N2O | ωB97M-V/def2-TZVPD

Summary:
total charge: -1
ΔE to the lowest compared entry with this formula, charge and spin: 0.950 eV
largest force on an atom: 0.013 hartree/bohr

CARTESIAN COORDINATES (ANGSTROEM)
1 C -0.102 4.033 -0.066
2 C 0.095 2.710 0.113
3 N -0.636 1.659 -0.358
4 H -0.920 4.410 -0.679
5 H 0.548 4.753 0.393
6 H 0.926 2.391 0.730
7 H -1.174 1.910 -1.173
8 H -0.009 0.734 -0.461
9 C 0.894 -1.647 -0.452
10 O 0.909 -0.310 -0.707
11 C -0.174 -2.046 0.578
12 N -0.324 -3.510 0.678
13 H 0.691 -2.245 -1.371
14 H 1.866 -2.002 -0.068
15 H 0.142 -1.677 1.542
16 H -1.098 -1.523 0.303
17 H -1.139 -3.749 1.238
18 H -0.496 -3.891 -0.244

# 10
C4H11N2O | ωB97M-V/def2-TZVPD

Summary:
structure (SMILES): NCCNCC[O-]
total charge: -1
ΔE to the lowest compared entry with this formula, charge and spin: 1.323 eV
largest force on an atom: 0.020 hartree/bohr

CARTESIAN COORDINATES (ANGSTROEM)
1 N -0.313 0.592 -2.224
2 C -1.511 0.327 -1.412
3 C -1.307 -0.001 0.068
4 N -0.183 0.681 0.705
5 C 0.612 -0.155 1.642
6 C 1.929 -0.591 0.991
7 O 2.807 0.395 0.825
8 H 0.183 1.372 -1.809
9 H 0.264 -0.238 -2.246
10 H -2.062 -0.501 -1.857
11 H -2.175 1.183 -1.569
12 H -2.226 0.219 0.624
13 H -1.148 -1.097 0.136
14 H 0.465 0.944 -0.025
15 H 0.801 0.458 2.529
16 H -0.027 -1.002 1.945
17 H 1.570 -1.138 0.057
18 H 2.320 -1.450 1.619

# 11
C4H11N2O | ωB97M-V/def2-TZVPD

Summary:
<S²>: 0.751
total charge: 0
ΔE to the lowest compared entry with this formula, charge and spin: 1.766 eV
largest force on an atom: 0.050 hartree/bohr
multiplicity: 2

CARTESIAN COORDINATES (ANGSTROEM)
1 O 0.092 1.490 2.121
2 C -0.610 1.012 1.278
3 N -1.820 1.526 0.896
4 C -0.226 -0.228 0.421
5 N 1.162 -0.585 1.033
6 C 0.438 -1.184 -1.830
7 C 0.016 0.121 -1.064
8 H -2.333 1.499 0.038
9 H -2.301 2.099 1.563
10 H -0.938 -1.020 0.625
11 H 1.866 0.205 1.035
12 H 1.145 -0.906 2.062
13 H 1.552 -1.287 0.393
14 H 1.524 -1.285 -1.737
15 H -0.028 -2.057 -1.375
16 H 0.325 -0.952 -2.881
17 H -0.724 0.733 -1.578
18 H 0.858 0.818 -1.003

# 12
C4H11N2O | ωB97M-V/def2-TZVPD

Summary:
<S²>: 0.754
total charge: 0
ΔE to the lowest compared entry with this formula, charge and spin: 5.050 eV
largest force on an atom: 0.076 hartree/bohr
multiplicity: 2

CARTESIAN COORDINATES (ANGSTROEM)
1 N 0.701 2.043 -1.011
2 C -0.530 1.587 -0.335
3 C -1.214 0.432 -1.053
4 N -1.080 -0.003 -2.336
5 C 1.292 -1.672 0.563
6 C -0.018 -1.421 1.492
7 O 0.519 -0.833 2.569
8 H 1.302 1.246 -1.260
9 H 0.340 2.362 -1.949
10 H -0.336 1.257 0.689
11 H -1.226 2.408 -0.294
12 H -2.003 -0.021 -0.415
13 H -0.235 -0.183 -1.560
14 H 1.392 -0.745 0.001
15 H 2.194 -1.830 1.132
16 H 1.178 -2.444 -0.203
17 H -0.683 -0.859 0.849
18 H -0.533 -2.368 1.765

> The highest ΔE to the lowest compared entry with this formula, charge and spin belongs to which entry?

number 3